C2H7N3O | ωB97M-V/def2-TZVPD

```
13
C2H7N3O | the OMol25 dataset | ωB97M-V/def2-TZVPD
C 1.845 -0.260 0.417
N -0.094 -0.775 -0.823
C -1.111 -0.072 -0.201
N -0.912 1.290 -0.145
O 1.190 -0.229 -0.840
N -2.095 -0.739 0.239
H -0.111 -1.769 -0.618
H -1.733 1.865 -0.032
H -0.209 1.656 -0.767
H -2.857 -0.175 0.591
H 2.841 0.137 0.237
H 1.323 0.355 1.155
H 1.925 -1.286 0.788
```

The energy relative to the best compared isomer or geometry (same formula, charge and spin) is 256.5 kJ/mol. Its HOMO-LUMO gap is 9.93 eV. As for the HOMO energy: -9.0 eV. As for the SMILES: [H]/N=C(\N)NOC. As for the LUMO energy: 0.94 eV. The value obtained for the total energy is -8703.6181 eV.



CH5IN3S | ωB97M-V/def2-TZVPD

```
11
CH5IN3S | the OMol25 dataset | ωB97M-V/def2-TZVPD
C -0.107 0.554 0.027
N -0.002 1.581 0.849
N -0.553 0.082 -0.999
N 0.546 -2.053 0.041
S 1.217 -0.843 0.928
I 3.307 0.117 -0.120
H 0.161 2.465 0.570
H -0.038 1.435 1.824
H -1.322 0.558 -1.632
H -0.066 -1.727 -0.755
H 1.033 -2.970 0.008
```

Its net charge is +1. The energy relative to the best compared isomer or geometry (same formula, charge and spin) is 77.0 kJ/mol. Its HOMO-LUMO gap is 8.31 eV. As for the HOMO energy: -13.9 eV. As for the LUMO energy: -5.57 eV. The value obtained for the total energy is -24515.8897 eV.



C4H8O | ωB97M-V/def2-TZVPD

```
13
C4H8O | the OMol25 dataset | ωB97M-V/def2-TZVPD
C -0.644 1.417 -0.019
C -0.327 -0.060 0.077
C -1.160 -1.180 -0.266
C 1.072 -0.452 0.525
H -1.370 1.494 0.802
H -0.821 1.641 -1.065
H 0.320 1.920 0.271
H -1.044 -2.201 -0.098
H -2.235 -0.751 -0.615
H 1.301 -0.060 1.516
H 1.200 -1.618 0.516
H 1.608 -0.208 -1.195
O 2.100 0.058 -0.448
```

The energy relative to the best compared isomer or geometry (same formula, charge and spin) is 216.9 kJ/mol. Its HOMO-LUMO gap is 10.36 eV. As for the HOMO energy: -9.4 eV. As for the SMILES: C=C(C)CO. As for the LUMO energy: 0.94 eV. The value obtained for the total energy is -6322.9200 eV.



C25H21F3N6OS | ωB97M-V/def2-TZVPD

```
57
C25H21F3N6OS | the OMol25 dataset | ωB97M-V/def2-TZVPD
C -10.431 -2.245 -0.268
H -10.045 -2.931 -1.018
H -10.326 -2.702 0.713
H -11.489 -2.087 -0.460
C -9.692 -0.913 -0.326
C -8.225 -1.041 -0.092
C -7.487 -2.144 0.232
C -6.117 -1.879 0.373
C -5.796 -0.561 0.158
C -4.489 0.029 0.212
N -3.478 -0.767 0.495
C -2.257 -0.265 0.537
C -1.009 -0.819 0.786
C -0.108 0.241 0.663
N -0.726 1.393 0.363
N -2.005 1.099 0.288
C -3.036 1.930 0.008
C -4.299 1.423 -0.039
H -5.139 2.060 -0.261
C -2.701 3.379 -0.239
F -3.797 4.101 -0.508
F -1.870 3.537 -1.277
F -2.114 3.950 0.821
C 1.364 0.175 0.809
O 1.953 -0.850 1.093
N 1.954 1.374 0.582
C 3.322 1.610 0.608
C 4.349 0.726 0.884
N 5.493 1.429 0.767
N 5.274 2.695 0.438
C 3.965 2.831 0.337
H 3.528 3.775 0.079
C 6.833 0.935 0.954
C 7.055 -0.363 0.220
C 7.344 -1.512 0.944
C 7.543 -2.725 0.310
C 7.448 -2.795 -1.069
C 7.161 -1.655 -1.796
C 6.961 -0.430 -1.173
C 6.636 0.779 -1.995
H 7.214 1.644 -1.677
H 5.581 1.035 -1.895
H 6.839 0.590 -3.046
H 7.088 -1.714 -2.873
H 7.598 -3.737 -1.577
H 7.766 -3.608 0.889
H 7.414 -1.455 2.021
H 7.021 0.788 2.024
H 7.504 1.719 0.591
H 4.324 -0.313 1.135
H 1.349 2.152 0.358
H -0.776 -1.835 1.016
S -7.221 0.362 -0.227
H -5.372 -2.611 0.623
H -7.911 -3.122 0.364
H -9.853 -0.447 -1.303
H -10.110 -0.231 0.422
```

Its HOMO-LUMO gap is 7.43 eV. As for the HOMO energy: -8.2 eV. As for the SMILES: CCc1ccc(-c2cc(C(F)(F)F)n3nc(C(=O)Nc4cnn(Cc5ccccc5C)c4)cc3n2)s1. As for the LUMO energy: -0.73 eV. The value obtained for the total energy is -56242.3180 eV.